The following is a DFT calculation (wB97M-V/def2-TZVPD) of 3 unconnected molecules or ions with the total composition C5H15NO2 in a non-equilibrium geometry.

```
! wB97M-V def2-TZVPD RIJCOSX def2/J DEFGRID3
* xyz 0 1
C -1.1650 -1.1329 -2.0692
C -0.2424 -1.4354 -0.9217
C -0.7499 -1.1259 0.4563
C -0.8124 0.0782 1.0493
C -0.9857 0.1656 2.5480
N -0.8396 1.3849 0.5119
H -1.7713 -2.0317 -2.2229
H -0.7074 -0.8560 -3.0682
H -1.8230 -0.3010 -1.9736
H 0.2261 -2.4128 -0.7490
H 0.7189 -0.9159 -1.1326
H -1.1381 -1.9789 1.0244
H -0.8758 -0.7289 3.1739
H -1.8720 0.6966 2.8388
H -0.1087 0.7116 2.8969
H -0.4346 2.0712 1.1065
H -0.7215 1.4757 -0.4748
O 0.9644 1.2184 -2.4188
H 0.4369 0.5068 -2.1060
H 1.7677 1.2902 -1.9098
O 2.7749 0.2838 1.1762
H 2.5866 1.1216 1.5914
H 3.6780 0.1429 0.7884
*
```

Output
HOMO energy   -7.9 eV
HOMO-LUMO gap   0.3062 Ha
Energy above the lowest of the compared OMol25 structures with the same formula, charge and spin   45.8 kcal per mole
SMILES string   CC/C=C(/C)N.O.O

---

The following is a DFT calculation (wB97M-V/def2-TZVPD) of C21H31ClN4O in the gas phase in a non-equilibrium geometry.

```
! wB97M-V def2-TZVPD RIJCOSX def2/J DEFGRID3
* xyz 0 1
C -4.0709 -2.0221 3.4704
C -2.8482 -1.1991 3.0664
C -2.7658 0.0602 3.9251
C -2.9296 -0.8712 1.5714
C -1.6975 -0.1716 0.9887
N -0.4963 -0.9960 1.0574
C 0.7398 -0.2318 1.1366
C 1.1723 0.3677 -0.2043
N 1.3272 -0.7124 -1.1566
C 1.9694 -0.3146 -2.4047
C 1.1889 0.6740 -3.2136
C 0.1712 0.4175 -4.0919
C -0.3683 1.6541 -4.5139
C 0.3178 2.6298 -3.8604
N 1.2722 2.0446 -3.0617
C 2.1698 2.7654 -2.2865
C 1.7983 3.9930 -1.7239
C 2.7276 4.6888 -0.9786
C 3.9945 4.1404 -0.8110
Cl 5.1939 4.9668 0.1118
C 4.2704 2.9123 -1.3953
N 3.3835 2.2537 -2.1120
C 0.0611 -1.3921 -1.3410
C -0.4182 -1.9971 -0.0086
C 0.4773 -3.1787 0.3906
C 0.0402 -3.8264 1.7064
O 0.2902 -3.0191 2.8256
H -4.1290 -2.9388 2.8878
H -4.9847 -1.4534 3.3071
H -4.0180 -2.2912 4.5226
H -1.9549 -1.8015 3.2480
H -2.7851 -0.2054 4.9794
H -3.6096 0.7176 3.7222
H -1.8458 0.6069 3.7368
H -3.7913 -0.2212 1.3984
H -3.1079 -1.7986 1.0232
H -1.9335 0.1299 -0.0437
H -1.5096 0.7423 1.5552
H 1.5312 -0.9011 1.4816
H 0.6183 0.5603 1.8792
H 0.4267 1.1155 -0.5361
H 2.1334 0.8724 -0.0826
H 2.1030 -1.2228 -2.9984
H 2.9499 0.0922 -2.1547
H -0.1489 -0.5540 -4.4140
H -1.1655 1.7961 -5.2164
H 0.2370 3.6953 -3.9400
H 0.8003 4.3801 -1.8521
H 2.4785 5.6360 -0.5258
H 5.2373 2.4410 -1.2893
H -0.7134 -0.7092 -1.7353
H 0.1997 -2.1947 -2.0681
H -1.4312 -2.3857 -0.1605
H 0.4241 -3.9278 -0.4009
H 1.5122 -2.8481 0.4706
H -1.0322 -4.0753 1.6486
H 0.5968 -4.7536 1.8694
H -0.0582 -2.1392 2.6012
*
```

Output
HOMO energy   -8.2 eV
HOMO-LUMO gap   0.3159 Ha
Energy above the lowest of the compared OMol25 structures with the same formula, charge and spin   0.0 kcal per mole
SMILES string   CC(C)CCN1CCN(Cc2cccn2-c2ccc(Cl)cn2)C[C@H]1CCO

---

The following is a DFT calculation (wB97M-V/def2-TZVPD) of C4H4N4O in the gas phase in a non-equilibrium geometry.

```
! wB97M-V def2-TZVPD RIJCOSX def2/J DEFGRID3
* xyz 0 1
H -0.0669 -0.5636 -2.5568
N -0.7724 -0.3187 -1.8666
C -0.3674 -0.0994 -0.7036
C -1.3372 0.2480 0.3857
O -0.9089 1.3789 1.1609
N 0.3782 1.7344 1.1787
N 1.2674 1.1603 0.6158
C 1.0606 -0.0574 -0.1931
C 1.2913 -1.2169 0.6368
N 1.4083 -2.1319 1.3112
H -2.3108 0.5085 -0.0331
H -1.4457 -0.6098 1.0637
H 1.8035 -0.0323 -0.9996
*
```

Output
HOMO energy   -10.2 eV
HOMO-LUMO gap   0.3934 Ha
Energy above the lowest of the compared OMol25 structures with the same formula, charge and spin   84.3 kcal per mole
SMILES string   [H]/N=C1/CON=N[C@H]1C#N